Density functional theory data (ωB97M-V with the def2-TZVPD basis set) for C41H52BI2MoN6S as an isolated structure.

Values from the calculation:
Charge: +1
LUMO level (spin up / spin down) (eV): -3.91 / -4.18
HOMO level (spin up / spin down) (eV): -9.87 / -9.76
2S+1: 3
Expectation value of S²: 2.035

Element x y z (Å)
Mo1 0.196 -0.004 0.236
C1 -3.556 -5.136 0.020
C2 -2.148 -5.071 0.620
C3 -1.312 -3.986 0.020
C4 -0.300 -4.106 -0.877
C5 0.230 -5.369 -1.482
C6 -0.633 -5.880 -2.638
C7 0.209 -2.780 -1.117
C8 1.288 -2.503 -1.921
C9 1.855 -1.259 -2.103
C10 2.898 -0.959 -3.048
C11 3.593 -1.974 -3.899
C12 2.753 -2.442 -5.093
C13 3.079 0.390 -3.015
C14 2.134 0.910 -2.057
C15 1.839 2.231 -1.867
C16 0.842 2.755 -1.049
N1 -0.086 2.027 -0.336
C17 -0.809 2.968 0.391
C18 -1.823 2.655 1.282
C19 -2.255 1.397 1.629
N2 -1.680 0.237 1.178
C20 -2.458 -0.775 1.654
C21 -2.305 -2.103 1.280
C22 -1.435 -2.588 0.339
N3 -0.512 -1.843 -0.393
C23 -3.508 -0.259 2.491
C24 -3.383 1.100 2.471
C25 -4.255 2.117 3.136
C26 -5.242 2.777 2.168
C27 -4.493 -1.083 3.257
C28 -3.974 -1.415 4.660
C29 -0.348 4.292 0.087
C30 0.673 4.149 -0.815
C31 1.477 5.247 -1.439
C32 0.807 5.834 -2.685
C33 -0.781 5.642 0.603
C34 -1.786 5.756 1.743
N4 1.449 -0.128 -1.448
C35 4.028 1.210 -3.832
C36 3.557 1.413 -5.274
H1 -4.130 -5.942 0.476
H2 -3.515 -5.314 -1.055
H3 -4.101 -4.204 0.175
H4 -1.642 -6.026 0.470
H5 -2.205 -4.925 1.701
H6 0.288 -6.129 -0.701
H7 1.254 -5.219 -1.828
H8 -1.634 -6.138 -2.291
H9 -0.192 -6.769 -3.086
H10 -0.736 -5.121 -3.415
H11 1.724 -3.327 -2.467
H12 3.864 -2.834 -3.279
H13 4.530 -1.547 -4.259
H14 1.826 -2.916 -4.768
H15 3.308 -3.163 -5.693
H16 2.482 -1.603 -5.733
H17 2.427 2.947 -2.423
H18 -2.352 3.475 1.734
H19 -2.954 -2.825 1.753
H20 -3.632 2.879 3.613
H21 -4.811 1.632 3.940
H22 -4.726 3.271 1.343
H23 -5.849 3.522 2.683
H24 -5.912 2.033 1.737
H25 -4.706 -2.009 2.721
H26 -5.441 -0.546 3.322
H27 -3.012 -1.928 4.606
H28 -4.675 -2.058 5.191
H29 -3.836 -0.506 5.247
H30 2.472 4.884 -1.700
H31 1.630 6.036 -0.699
H32 0.670 5.068 -3.449
H33 1.411 6.635 -3.110
H34 -0.175 6.243 -2.448
H35 -1.160 6.216 -0.248
H36 0.133 6.160 0.908
H37 -2.783 5.420 1.456
H38 -1.878 6.803 2.028
H39 -1.468 5.205 2.630
H40 5.004 0.718 -3.831
H41 4.180 2.181 -3.359
H42 3.470 0.459 -5.794
H43 4.261 2.033 -5.826
H44 2.580 1.897 -5.301
I1 4.431 -0.816 3.504
C37 5.061 -1.537 1.613
I2 3.770 -3.016 0.827
H45 6.038 -1.984 1.748
H46 5.099 -0.710 0.916
B1 0.532 -3.061 3.760
C38 0.646 -1.949 2.671
N5 0.658 -1.142 1.836
H47 0.990 -4.067 3.263
H48 1.140 -2.699 4.740
H49 -0.667 -3.160 3.959
S1 2.164 2.624 3.602
C39 3.208 2.691 2.252
C40 2.747 1.883 1.271
N6 1.580 1.226 1.580
C41 1.171 1.527 2.788
H50 4.110 3.276 2.260
H51 3.223 1.705 0.320
H52 0.291 1.095 3.240

Density functional theory data (ωB97M-V with the def2-TZVPD basis set) for a 2-piece molecular cluster, C41H52FN4 overall at a distorted geometry.

Values from the calculation:
Charge: +1
LUMO level (eV): -4.22
HOMO level (eV): -7.69
2S+1: 1

Element x y z (Å)
C1 -2.437 1.119 1.781
C2 -2.111 -0.229 1.150
C3 -3.304 -0.781 0.367
C4 -1.581 -1.189 2.194
C5 -2.412 -1.911 3.032
C6 -1.888 -2.758 3.988
C7 -0.520 -2.883 4.128
C8 0.341 -2.156 3.324
C9 1.845 -2.264 3.466
C10 2.337 -3.676 3.155
C11 2.318 -1.792 4.840
C12 -0.196 -1.291 2.368
N1 0.687 -0.497 1.549
N2 1.026 0.759 1.824
N3 1.821 1.136 0.847
C13 2.554 2.380 0.842
C14 3.841 2.422 1.389
C15 4.410 1.160 2.007
C16 4.045 1.076 3.486
C17 5.917 0.999 1.796
C18 4.505 3.635 1.430
C19 3.924 4.777 0.913
C20 2.658 4.722 0.364
C21 1.959 3.530 0.313
C22 0.536 3.448 -0.197
C23 0.316 4.202 -1.513
C24 -0.438 3.929 0.874
C25 2.044 0.116 -0.119
C26 2.897 0.203 -1.287
C27 3.851 -0.788 -1.571
C28 4.651 -0.688 -2.685
C29 4.520 0.391 -3.544
C30 3.590 1.381 -3.281
C31 2.798 1.294 -2.166
C32 1.294 -0.981 0.359
C33 1.093 -2.189 -0.224
H1 -1.564 1.527 2.292
H2 -2.773 1.839 1.033
H3 -3.228 1.009 2.522
H4 -1.292 -0.077 0.426
H5 -3.075 -1.741 -0.098
H6 -4.169 -0.916 1.016
H7 -3.604 -0.096 -0.428
H8 -3.479 -1.801 2.944
H9 -2.548 -3.313 4.636
H10 -0.115 -3.547 4.871
H11 2.280 -1.584 2.714
H12 2.025 -3.991 2.158
H13 3.425 -3.740 3.202
H14 1.932 -4.391 3.870
H15 1.983 -0.774 5.042
H16 1.919 -2.432 5.626
H17 3.407 -1.814 4.917
H18 3.922 0.316 1.492
H19 2.963 1.115 3.623
H20 4.419 0.157 3.941
H21 4.473 1.917 4.031
H22 6.186 1.097 0.743
H23 6.472 1.750 2.359
H24 6.264 0.020 2.134
H25 5.479 3.694 1.884
H26 4.448 5.717 0.963
H27 2.201 5.619 -0.015
H28 0.333 2.379 -0.386
H29 1.063 3.943 -2.264
H30 -0.667 3.981 -1.938
H31 0.365 5.279 -1.355
H32 -0.295 3.381 1.805
H33 -0.269 4.984 1.091
H34 -1.476 3.815 0.556
H35 3.975 -1.604 -0.881
H36 5.390 -1.447 -2.885
H37 5.142 0.458 -4.420
H38 3.487 2.216 -3.955
H39 2.062 2.049 -1.968
H40 1.537 -2.421 -1.168
H41 0.434 -2.909 0.217
C34 -3.839 0.537 -3.582
C35 -4.747 -0.591 -3.860
N4 -4.415 -1.846 -3.334
F1 -3.376 -1.947 -2.497
C36 -5.195 -2.980 -3.589
C37 -4.754 -4.277 -3.039
C38 -6.332 -2.835 -4.333
C39 -6.714 -1.587 -4.847
C40 -7.977 -1.449 -5.618
C41 -5.884 -0.478 -4.614
H42 -4.183 1.462 -4.049
H43 -3.753 0.715 -2.509
H44 -2.842 0.310 -3.957
H45 -5.445 -5.080 -3.300
H46 -3.769 -4.534 -3.428
H47 -4.679 -4.229 -1.952
H48 -6.948 -3.693 -4.536
H49 -8.148 -0.414 -5.918
H50 -7.953 -2.063 -6.518
H51 -8.829 -1.765 -5.017
H52 -6.140 0.473 -5.042

Density functional theory data (ωB97M-V with the def2-TZVPD basis set) for a 2-piece molecular cluster, C41H52N2OP overall at a distorted geometry.

Values from the calculation:
Charge: +1
LUMO level (eV): -5.18
HOMO level (eV): -8.95
2S+1: 1

Element x y z (Å)
C1 -3.351 -2.725 2.796
C2 -3.143 -1.936 1.500
C3 -4.195 -0.833 1.394
C4 -3.191 -2.901 0.295
C5 -4.332 -3.678 0.098
C6 -4.360 -4.680 -0.868
C7 -3.240 -4.892 -1.664
C8 -2.088 -4.122 -1.501
C9 -0.819 -4.491 -2.289
C10 -1.108 -4.721 -3.773
C11 -0.183 -5.737 -1.676
C12 -2.080 -3.101 -0.538
N1 -0.825 -2.443 -0.206
P1 -0.243 -0.934 -0.878
H1 -0.506 0.092 0.233
N2 1.363 -1.440 -0.508
C13 2.579 -0.943 -1.129
C14 3.240 0.148 -0.552
C15 2.668 0.896 0.670
C16 2.490 2.373 0.339
C17 3.578 0.721 1.888
C18 4.487 0.534 -1.043
C19 5.088 -0.156 -2.093
C20 4.429 -1.250 -2.652
C21 3.179 -1.657 -2.177
C22 2.531 -2.935 -2.730
C23 3.204 -4.166 -2.132
C24 2.570 -2.986 -4.257
C25 1.416 -2.657 0.153
C26 0.198 -3.208 0.326
H2 -2.633 -3.549 2.884
H3 -3.230 -2.066 3.662
H4 -4.364 -3.149 2.820
H5 -2.146 -1.476 1.522
H6 -4.092 -0.270 0.460
H7 -5.202 -1.265 1.428
H8 -4.090 -0.137 2.234
H9 -5.192 -3.518 0.750
H10 -5.241 -5.302 -0.996
H11 -3.235 -5.690 -2.405
H12 -0.117 -3.650 -2.202
H13 -1.725 -3.914 -4.184
H14 -0.178 -4.762 -4.354
H15 -1.638 -5.671 -3.902
H16 0.097 -5.577 -0.629
H17 -0.915 -6.557 -1.703
H18 0.718 -6.048 -2.220
H19 1.688 0.461 0.899
H20 1.745 2.499 -0.455
H21 2.142 2.921 1.218
H22 3.439 2.804 0.001
H23 3.790 -0.341 2.077
H24 4.532 1.243 1.729
H25 3.094 1.142 2.777
H26 4.992 1.382 -0.575
H27 6.068 0.140 -2.462
H28 4.893 -1.817 -3.461
H29 1.475 -2.923 -2.426
H30 3.118 -4.182 -1.040
H31 2.761 -5.093 -2.517
H32 4.274 -4.149 -2.381
H33 2.221 -2.042 -4.691
H34 3.594 -3.177 -4.598
H35 1.923 -3.788 -4.632
H36 2.370 -3.093 0.405
H37 -0.040 -4.165 0.758
C27 -3.235 8.404 -1.500
O1 -3.800 7.106 -1.257
C28 -3.028 6.120 -0.732
C29 -3.631 4.843 -0.607
C30 -2.914 3.784 -0.105
C31 -1.587 3.952 0.387
C32 -0.961 2.903 1.121
C33 -0.226 3.191 2.289
C34 0.451 2.153 3.003
C35 1.323 2.464 4.031
C36 1.551 3.795 4.418
C37 2.611 4.137 5.419
C38 0.786 4.806 3.821
C39 -0.150 4.510 2.852
C40 -0.972 5.226 0.168
C41 -1.676 6.300 -0.350
H38 -3.969 8.885 -2.148
H39 -3.123 8.963 -0.561
H40 -2.261 8.348 -2.004
H41 -4.682 4.758 -0.878
H42 -3.367 2.794 -0.051
H43 -1.133 1.872 0.848
H44 0.246 1.114 2.725
H45 1.848 1.664 4.557
H46 2.852 5.204 5.355
H47 2.293 3.945 6.449
H48 3.517 3.538 5.260
H49 0.940 5.837 4.153
H50 -0.818 5.308 2.521
H51 0.084 5.390 0.409
H52 -1.219 7.293 -0.409

Density functional theory data (ωB97M-V with the def2-TZVPD basis set) for C41H53Br2ClFN7O2SiTl as an isolated structure.

Values from the calculation:
Charge: -1
LUMO level (eV): 1.07
HOMO level (eV): -3.62
Energy relative to the best compared isomer or geometry (same formula, charge and spin) (kcal/mol): 0.53
2S+1: 1

Element x y z (Å)
Tl1 -0.975 -0.756 -0.298
Br1 -1.675 -4.398 -0.130
C1 -3.254 -3.406 0.385
Br2 -3.182 -2.787 2.205
H1 -4.100 -4.071 0.290
H2 -3.345 -2.530 -0.250
C2 2.147 -3.267 1.366
Si1 1.473 -2.924 3.094
C3 2.931 -3.203 4.282
C4 0.263 -4.306 3.482
N1 0.851 -1.353 3.147
C5 0.028 -0.845 4.093
C6 -0.195 -1.388 5.390
C7 -1.041 -0.810 6.328
C8 -1.734 0.360 6.047
C9 -1.555 0.933 4.789
C10 -0.710 0.343 3.880
F1 -0.591 0.941 2.658
H3 3.236 -3.136 1.315
H4 1.693 -2.584 0.642
H5 1.921 -4.294 1.058
H6 3.065 -4.272 4.481
H7 2.786 -2.698 5.244
H8 3.866 -2.834 3.848
H9 0.783 -5.268 3.429
H10 -0.552 -4.316 2.751
H11 -0.190 -4.220 4.475
H12 0.339 -2.297 5.646
H13 -1.162 -1.288 7.295
H14 -2.403 0.808 6.770
H15 -2.092 1.827 4.490
N2 1.114 4.476 1.038
C11 1.908 3.548 0.139
C12 0.932 2.878 -0.814
N3 -0.134 2.217 -0.105
C13 -0.894 3.096 0.757
C14 0.007 3.756 1.791
H16 0.673 5.183 0.449
H17 1.733 4.952 1.687
H18 2.355 2.800 0.790
H19 2.676 4.147 -0.352
H20 1.459 2.144 -1.423
H21 0.497 3.624 -1.493
H22 0.248 1.440 0.431
H23 -1.685 2.530 1.248
H24 -1.372 3.867 0.137
H25 0.484 2.999 2.411
H26 -0.494 4.501 2.411
Cl1 -8.500 4.349 -1.142
C15 -7.171 3.248 -0.837
C16 -6.329 3.484 0.238
C17 -5.271 2.614 0.464
C18 -5.066 1.514 -0.359
C19 -5.933 1.292 -1.419
C20 -6.986 2.161 -1.672
C21 -3.895 0.573 -0.121
O1 -3.949 -0.533 -0.705
O2 -2.996 0.983 0.647
H27 -6.503 4.337 0.882
H28 -4.586 2.771 1.287
H29 -5.767 0.424 -2.046
H30 -7.659 1.998 -2.504
N4 -0.364 0.223 -2.557
C22 -0.491 -0.307 -3.687
C23 -1.106 -1.680 -3.921
C24 -2.353 -1.992 -3.380
C25 -2.875 -3.273 -3.504
C26 -2.157 -4.265 -4.164
C27 -0.918 -3.960 -4.711
C28 -0.403 -2.673 -4.597
C29 0.029 0.376 -4.949
C30 -0.553 0.176 -6.199
C31 -0.104 0.871 -7.319
C32 0.954 1.763 -7.209
C33 1.556 1.957 -5.968
C34 1.091 1.274 -4.854
H31 -2.895 -1.231 -2.833
H32 -3.843 -3.501 -3.071
H33 -2.559 -5.268 -4.245
H34 -0.346 -4.730 -5.218
H35 0.562 -2.435 -5.033
H36 -1.371 -0.529 -6.292
H37 -0.581 0.714 -8.280
H38 1.309 2.301 -8.081
H39 2.390 2.645 -5.875
H40 1.524 1.428 -3.871
C35 4.449 0.255 2.971
C36 3.129 0.994 2.998
N5 2.303 0.632 1.860
C37 2.886 0.221 0.665
N6 2.109 -0.257 -0.242
C38 2.635 -0.698 -1.527
C39 4.010 -0.132 -1.847
C40 4.879 -0.261 -0.618
N7 4.260 0.426 0.510
C41 5.141 0.603 1.671
H41 4.248 -0.817 3.023
H42 5.085 0.532 3.816
H43 3.334 2.080 3.013
H44 2.554 0.758 3.895
H45 1.577 -0.076 2.176
H46 1.910 -0.402 -2.288
H47 2.674 -1.795 -1.543
H48 3.935 0.923 -2.132
H49 4.463 -0.672 -2.682
H50 5.867 0.174 -0.776
H51 5.017 -1.325 -0.382
H52 5.490 1.642 1.715
H53 6.024 -0.022 1.527